Molecular formula: C4H10NOS
Method: DFT, the ωB97M-V functional and the def2-TZVPD basis

Values from the calculation:
- multiplicity = 2
- energy relative to the best compared isomer or geometry (same formula, charge and spin) (kcal per mole) = 2.23
- charge = -2
- HOMO level (spin up / spin down) (Ha) = 0.1447 / -0.0110
- expectation value of S² = 0.751
- Kohn-Sham gap (spin up / spin down) (eV) = 1.905 / 6.103
- molar mass (g/mol) = 120.197

CARTESIAN COORDINATES (ANGSTROEM)
H  -0.6700  -1.4065  -1.3576
H  1.0771  -0.3049  -2.1961
C  -0.9272  -0.6128  -0.6283
N  1.1361  0.4607  -1.5360
H  1.3985  1.3437  1.0107
S  -1.9159  -1.2248  0.6673
C  2.6108  0.6338  -1.3684
H  -1.4588  0.1960  -1.1617
H  1.0004  -0.8201  0.1683
H  2.9306  1.3058  -2.1778
H  -0.1676  1.9641  0.2667
C  0.4621  0.0217  -0.3171
O  -0.1910  0.7694  2.0189
H  -0.7536  -0.0092  1.7809
H  2.8170  1.2287  -0.4758
H  3.2316  -0.2513  -1.3373
C  0.3641  1.1380  0.7478


Molecular formula: C4H10NOS
Method: DFT, the ωB97M-V functional and the def2-TZVPD basis

Values from the calculation:
- energy relative to the best compared isomer or geometry (same formula, charge and spin) (kcal per mole) = 56.90
- charge = +1
- HOMO level (Ha) = -0.4687
- Kohn-Sham gap (eV) = 8.879
- SMILES = [NH3+][C@@H](C=O)CCS
- molar mass (g/mol) = 120.197

CARTESIAN COORDINATES (ANGSTROEM)
H  0.8227  1.0848  -0.8855
H  -2.4941  -0.3643  1.0053
H  -0.8044  1.5229  0.5309
N  2.1538  0.2052  0.6260
S  -2.9417  0.9484  -0.7432
C  0.6915  -1.0909  -0.9113
C  0.8258  0.3075  -0.1369
O  1.2076  -2.0682  -0.4420
C  -0.5117  0.4516  0.6238
H  2.2843  -0.8283  0.5922
C  -1.8255  -0.1921  0.1902
H  -2.3231  0.7442  -1.9755
H  2.9921  0.5798  0.1840
H  2.0405  0.4279  1.6130
H  -1.7661  -1.1947  -0.1823
H  0.1207  -0.9559  -1.8315
H  -0.4725  0.4223  1.7429


Result set for maximum force: 2.984, 3.502 eV/Å, one per record in the order listed.